1.
C21H41Li2O12P | wB97M-V/def2-TZVPD

Each line ends with the Löwdin charge.
CARTESIAN COORDINATES (ANGSTROEM)
Li -8.04807 15.64831 4.76836  0.69
Li -7.44365 15.67480 7.93834  0.64
P -5.36157 16.38930 6.98907  -0.39
O -4.95996 17.73171 6.47901  -0.48
O -4.26795 15.49709 6.49523  -0.45
O -6.57020 16.04481 6.14772  -0.57
O -5.52335 16.13503 8.46406  -0.48
O -9.73067 12.61545 6.95107  0.11
C -9.10728 13.72460 7.24471  -0.90
O -9.09395 14.58503 6.34807  -0.11
O -8.56068 13.95676 8.30767  -0.01
H -9.86414 12.92344 6.05167  0.08
C -8.90460 7.48330 7.95135  -0.20
C -8.99333 8.81476 8.69098  -0.13
C -10.05252 9.48035 7.77432  -0.19
O -10.95973 8.41879 7.31060  -0.15
C -10.18525 7.19056 7.17880  -0.19
H -8.61531 6.68383 8.63345  0.10
H -8.18335 7.48141 7.13410  0.10
H -8.02276 9.29151 8.82812  0.10
H -9.51648 8.67858 9.63748  0.11
H -9.56890 10.12486 7.04028  0.09
H -10.49133 10.25405 8.40435  0.11
H -9.82992 7.03761 6.15975  0.11
H -10.62984 6.29992 7.62285  0.11
C -12.86037 15.21396 3.41485  -0.16
C -13.17250 14.07057 2.41980  -0.15
C -11.96040 13.17278 2.48151  -0.21
O -11.01611 13.98209 3.15455  -0.16
C -11.62033 14.80214 4.08855  -0.23
H -13.75316 15.44124 3.99741  0.11
H -12.70106 16.19363 2.96434  0.11
H -13.17701 14.56131 1.44653  0.10
H -14.12827 13.56904 2.57169  0.11
H -11.64108 12.94018 1.46562  0.12
H -12.19573 12.23618 2.98697  0.11
H -10.89767 15.55502 4.40325  0.12
H -11.75101 14.12205 4.93027  0.11
C -9.30012 10.67169 3.64603  -0.13
C -7.96204 10.41660 4.35166  -0.18
C -6.88207 10.93261 3.35357  -0.18
O -7.55207 11.94176 2.62048  -0.11
C -8.89088 12.06386 3.05285  -0.20
H -10.20862 10.56587 4.23892  0.10
H -9.40338 9.94137 2.84349  0.10
H -7.87600 9.34514 4.53241  0.10
H -7.83357 10.93392 5.30244  0.09
H -6.51714 10.17839 2.65638  0.11
H -6.09946 11.20543 4.06151  0.12
H -9.52527 12.34251 2.21142  0.10
H -9.06259 12.77325 3.86240  0.10
C -14.35794 9.39624 6.48241  -0.17
C -14.03500 10.77841 7.15796  -0.10
C -12.82189 11.28546 6.22347  -0.21
O -13.03968 10.71823 4.97125  -0.15
C -13.46578 9.34952 5.28069  -0.19
H -15.43382 9.31778 6.32612  0.10
H -14.03553 8.61143 7.16668  0.10
H -13.78689 10.65224 8.21182  0.10
H -14.89060 11.45276 7.12199  0.09
H -11.83477 10.98486 6.57466  0.08
H -12.69854 12.36838 6.23590  0.11
H -12.52928 8.83533 5.49672  0.10
H -13.94578 8.80222 4.46941  0.12
C -5.64545 11.00776 8.13253  -0.17
C -6.25556 11.58830 9.45474  -0.16
C -5.31706 12.75304 9.83512  -0.18
O -4.61699 12.96900 8.62646  -0.14
C -5.02688 12.23456 7.51204  -0.23
H -6.46357 10.75442 7.45830  0.07
H -4.95808 10.16365 8.18828  0.10
H -6.56538 10.90502 10.24547  0.09
H -7.22562 12.01302 9.19648  0.08
H -4.51430 12.37677 10.46923  0.11
H -5.86636 13.60957 10.22594  0.12
H -4.07285 12.04673 7.01945  0.12
H -5.64486 12.76657 6.78874  0.12

**Spin multiplicity**: 1
**Net charge**: -2
**E**: -2084.0845 Ha
**Frontier orbital gap**: 1.8 eV
**Highest occupied orbital energy**: 1.87 eV
**Molecular weight**: 530.403 g mol⁻¹

2.
C13H25Br3F3N4O14PS2 | wB97M-V/def2-TZVPD

Each line ends with the natural charge from an NBO analysis.
CARTESIAN COORDINATES (ANGSTROEM)
O 1.57435 0.74473 2.86265  -0.91
S 1.51517 0.65000 1.45324  2.59
O 2.34236 1.44926 0.63264  -0.89
O 1.65841 -0.88707 1.06246  -0.73
C 0.78651 -1.24534 -0.03309  0.15
S 0.43316 -3.01899 0.23420  0.05
C 1.51628 -0.98928 -1.36389  -0.49
C 2.60876 -1.96455 -1.82020  -0.46
C 4.05167 -1.84528 -1.34418  0.26
F 4.78319 -2.60775 -2.21263  -0.34
Br 4.32440 -2.57987 0.42004  0.06
C 4.61824 -0.40398 -1.39876  0.58
F 4.07973 0.21903 -2.46828  -0.33
F 4.25200 0.28996 -0.31578  -0.31
Br 6.53913 -0.34965 -1.55578  0.06
C -0.48990 -0.33234 0.23534  -0.06
C -1.58942 -0.94975 1.11205  -0.47
C -1.16727 -1.47441 2.50587  -0.46
C -1.80978 -0.70175 3.67484  -0.07
O -0.85360 -0.19149 4.58987  -0.72
P -1.53065 0.46380 -1.15634  1.13
O -1.73236 -0.86379 -2.10226  -0.99
Br -0.04511 1.69599 -2.28226  -0.25
O 0.01608 0.80049 0.99305  -0.74
H 0.19865 -3.24667 -1.06575  0.11
H 1.88742 0.03474 -1.32820  0.27
H 0.76774 -1.00466 -2.15804  0.24
H 2.69094 -1.86491 -2.90504  0.25
H 2.32229 -2.99346 -1.61372  0.24
H -2.30635 -0.13283 1.25153  0.25
H -2.12806 -1.71951 0.55462  0.23
H -0.08631 -1.43077 2.64918  0.23
H -1.42273 -2.53379 2.55408  0.22
H -2.43157 -1.36273 4.27770  0.18
H -2.42649 0.10079 3.26345  0.18
H -0.26431 0.42275 4.13244  0.48
H -1.36261 -1.67638 -1.73501  0.49
C -5.57091 3.15698 2.60018  -0.48
N -4.86397 2.03197 1.93434  0.55
O -3.83999 1.61951 2.43618  -0.37
O -5.37015 1.58386 0.92197  -0.40
H -5.02283 3.42068 3.49615  0.24
H -5.61936 3.97813 1.89123  0.24
H -6.56545 2.79083 2.83421  0.25
C -7.38392 -0.85720 1.73950  -0.49
N -7.76746 0.03908 2.86546  0.54
O -8.94056 0.29203 3.02825  -0.36
O -6.85595 0.46943 3.55005  -0.41
H -8.28803 -1.15535 1.22284  0.23
H -6.71136 -0.28981 1.10128  0.26
H -6.86210 -1.70517 2.17301  0.23
C -1.04555 1.22712 -6.72342  -0.48
N -1.82850 1.93269 -5.67083  0.53
O -2.26284 1.27329 -4.74995  -0.37
O -1.96681 3.13112 -5.80623  -0.38
H -1.00457 0.17579 -6.46602  0.23
H -1.55270 1.39615 -7.66847  0.23
H -0.05893 1.68030 -6.74397  0.24
C 9.30822 1.17191 0.64806  -0.49
N 10.26188 0.24078 -0.01921  0.54
O 11.37976 0.14320 0.43890  -0.37
O 9.84327 -0.36464 -0.98701  -0.39
H 9.81645 1.63339 1.48577  0.23
H 9.00021 1.90136 -0.09511  0.24
H 8.45223 0.58205 0.96279  0.24

**Spin multiplicity**: 1
**Net charge**: 0
**SMILES**: O=S1(=O)O[C@](S)(CC[C@](F)(Br)C(F)(F)Br)[C@](CCCO)(P(O)Br)O1.C[N+](=O)[O-].C[N+](=O)[O-].C[N+](=O)[O-].C[N+](=O)[O-]
**E**: -10941.7285 Ha
**Frontier orbital gap**: 9.5 eV
**Highest occupied orbital energy**: -9.58 eV
**Molecular weight**: 853.171 g mol⁻¹

3.
C4H11NS | wB97M-V/def2-TZVPD

Each line ends with the natural charge from an NBO analysis.
CARTESIAN COORDINATES (ANGSTROEM)
C 2.48564 0.93803 -0.00569  -0.79
C 0.14664 -0.40719 0.56013  -0.56
C -0.68122 0.61733 -0.23798  -0.44
C -2.28530 0.73299 0.13810  -0.23
H 1.59922 1.65876 0.87440  0.21
H 2.39538 1.53613 -1.03981  0.24
H 3.74888 0.88441 0.96361  0.24
H -0.30860 -1.47736 0.86684  0.26
H 0.37462 0.20027 1.51586  0.21
H -0.35816 1.63248 -0.40584  0.21
H -0.65091 0.19926 -1.24882  0.20
H -2.21971 1.25965 1.01489  0.20
H -2.75819 1.34378 -0.73544  0.18
H -3.63455 -1.09466 1.09430  0.34
H -3.55323 -0.33312 -1.17263  0.38
N -2.91167 -0.62947 -0.13824  -0.85
S 1.73452 -0.79314 -0.21794  0.19

**Spin multiplicity**: 1
**Net charge**: 0
**E**: -611.6313 Ha
**Frontier orbital gap**: 8.7 eV
**Highest occupied orbital energy**: -8.48 eV
**Molecular weight**: 105.206 g mol⁻¹

4.
C7H14BiOPS | wB97M-V/def2-TZVPD

Each line ends with the natural charge from an NBO analysis.
CARTESIAN COORDINATES (ANGSTROEM)
C -0.39325 0.14313 -2.30151  -0.34
C -1.22108 1.14880 -1.62864  -0.35
C -0.32367 2.10980 -0.96805  -0.35
C 1.06022 1.69168 -1.23454  -0.36
C 1.01122 0.48110 -2.06720  -0.34
Bi 0.02180 0.01890 0.10039  0.40
P -0.06263 -2.49747 0.43152  0.07
H -0.76638 -0.73683 -2.83893  0.25
H -2.31615 1.20216 -1.62858  0.25
H -0.63660 2.95217 -0.34486  0.25
H 1.88582 -0.06696 -2.43416  0.25
H 1.96209 2.20258 -0.88405  0.25
H 1.09257 -3.06572 -0.05845  -0.01
H -1.16149 -3.03120 -0.19882  -0.02
H -0.15015 -2.67391 1.80831  0.05
C -0.07736 2.99503 3.36319  -0.84
S -0.12738 1.84698 2.12047  1.19
C 0.57830 0.35874 3.03864  -0.82
O -1.61907 1.73352 1.76630  -0.96
H 0.93122 3.00637 3.74003  0.23
H -0.80808 2.63457 4.07094  0.24
H -0.36651 3.92570 2.89758  0.25
H 0.67824 0.71596 4.05762  0.22
H -0.12178 -0.47263 2.99747  0.24
H 1.56709 0.07982 2.65272  0.26

**Spin multiplicity**: 1
**Net charge**: 0
**E**: -1304.1685 Ha
**Frontier orbital gap (alpha / beta)**: 4.6 / 4.6 eV
**Highest occupied orbital energy (alpha / beta)**: -4.22 / -4.22 eV
**Molecular weight**: 386.209 g mol⁻¹

5.
C6H28O10 | wB97M-V/def2-TZVPD

Each line ends with the natural charge from an NBO analysis.
CARTESIAN COORDINATES (ANGSTROEM)
O -0.56414 -3.23125 0.41963  -0.53
C -0.11399 -3.99565 1.24689  0.46
C 0.32925 -3.57108 2.62994  -0.52
C -0.03325 -2.13727 2.98270  -0.46
C 0.91352 -1.06860 2.47893  -0.18
C 0.85856 0.21105 2.86168  -0.19
C 1.91712 1.20435 2.47285  -0.66
H 0.03049 -5.08179 1.08014  0.11
H -0.16207 -4.15417 3.40704  0.24
H 1.41794 -3.67306 2.54891  0.24
H -1.00838 -1.77434 2.62506  0.24
H -0.24629 -1.98184 4.03927  0.22
H 1.86775 -1.34060 2.02295  0.19
H -0.01410 0.54256 3.43783  0.19
H 2.91381 0.86191 2.80015  0.22
H 2.04154 2.17330 2.97737  0.25
H 1.93123 1.36768 1.38521  0.19
H -2.10427 -2.52007 -3.39558  0.48
H -1.14098 -2.49831 -4.52601  0.48
O -1.67701 -1.90049 -3.99331  -0.96
H 0.11948 5.04882 -1.16200  0.49
H -0.92649 3.74987 -1.19464  0.52
O -0.50369 4.48696 -0.70152  -1.02
H -1.99468 -0.22692 -2.98249  0.50
H -1.16283 -0.85017 -1.86940  0.49
O -1.47361 -0.01911 -2.21194  -0.97
H 0.81026 1.49583 -3.16907  0.50
H 1.78033 0.22502 -3.17167  0.46
O 1.63581 1.08948 -3.53180  -0.97
H 1.73240 2.97366 0.72000  0.46
H 0.82912 4.24582 0.48169  0.49
O 1.55812 3.87109 0.99025  -0.98
H -3.15737 0.20185 0.47329  0.46
H -2.63644 0.13371 -0.82134  0.48
O -3.32366 -0.31053 -0.28524  -0.96
H -1.41289 2.67783 -3.08496  0.48
H -0.82516 1.90691 -1.93100  0.52
O -0.63183 2.62649 -2.55663  -0.96
H -2.20773 2.92278 0.22167  0.47
H -1.02292 2.87708 0.89969  0.49
O -1.54008 2.25507 0.35935  -0.95
H 2.82700 -2.39083 -1.35846  0.46
H 1.81090 -3.12764 -2.07848  0.46
O 2.55925 -3.29538 -1.53699  -0.92

**Spin multiplicity**: 1
**Net charge**: 0
**SMILES**: C/C=C/CCC=O.O.O.O.O.O.O.O.O.O
**E**: -997.7196 Ha
**Frontier orbital gap**: 9.0 eV
**Highest occupied orbital energy**: -9.03 eV
**Molecular weight**: 260.280 g mol⁻¹

6.
C3H2FNO | wB97M-V/def2-TZVPD

Each line ends with the natural charge from an NBO analysis.
CARTESIAN COORDINATES (ANGSTROEM)
C -0.55669 -0.66157 0.59474  0.70
C 0.57746 -0.51883 -0.16086  -0.46
C 0.45165 0.83056 -0.59163  -0.02
H 1.36753 -1.30520 -0.31864  0.26
H 1.19450 1.35674 -1.21888  0.22
N -0.63947 1.43315 -0.20286  -0.12
O -1.26747 0.45366 0.59090  -0.31
F -1.12751 -1.58852 1.30722  -0.27

**Spin multiplicity**: 1
**Net charge**: 0
**SMILES**: Fc1ccno1
**E**: -345.3120 Ha
**Frontier orbital gap**: 11.0 eV
**Highest occupied orbital energy**: -10.06 eV
**Molecular weight**: 87.053 g mol⁻¹

7.
C24H56MnN9O11 | wB97M-V/def2-TZVPD

Each line ends with the Löwdin charge.
CARTESIAN COORDINATES (ANGSTROEM)
Mn -1.78378 -1.90321 -1.37730  0.97
N 0.14488 -0.38806 0.65623  -0.61
O -0.43396 0.03947 1.58649  0.02
O -0.34365 -0.51878 -0.44640  -0.06
O 1.16933 -1.01096 0.89424  -0.01
C 2.33936 5.01439 -2.97186  0.00
C 1.46187 4.55503 -1.83166  -0.59
O 0.48532 5.22303 -1.67406  0.07
N 1.75707 3.44209 -1.12789  0.02
C 0.87978 3.02493 -0.00939  -0.05
H 1.74069 5.09270 -3.87937  0.08
H 3.07070 4.25558 -3.25013  0.06
H 2.93934 5.90561 -2.78789  0.09
H 2.72288 3.21952 -0.93352  0.07
H 1.53058 2.34098 0.53537  0.06
H 0.11108 2.42164 -0.49234  0.06
H 0.67638 3.89044 0.62119  0.09
C -0.46936 -2.38166 3.96124  0.02
C 0.67404 -2.07247 4.74828  -0.45
O 0.93163 -2.69756 5.77229  0.23
N 1.23201 -0.88474 4.39952  0.21
C 2.35801 -0.39484 5.07138  0.04
H -0.87168 -3.32909 4.31987  0.12
H -0.25883 -2.45021 2.89397  0.08
H -1.23798 -1.61454 4.05536  0.09
H 0.99238 -0.37823 3.55921  0.14
H 2.29291 -0.56667 6.14579  0.14
H 2.48580 0.65173 4.79486  0.11
H 3.19157 -1.00521 4.72392  0.15
C -5.30963 -1.92573 0.86440  0.03
C -3.81414 -1.78168 1.16767  -0.40
O -2.94474 -2.18877 0.31261  -0.09
N -3.43798 -1.14501 2.30714  0.05
C -4.37316 -1.04603 3.45316  -0.04
H -5.81887 -2.73060 1.39446  0.10
H -5.50155 -1.96248 -0.20794  0.09
H -5.71113 -0.94859 1.13291  0.09
H -2.46319 -0.88150 2.32836  0.09
H -4.83766 -0.06094 3.40922  0.09
H -3.74137 -1.07366 4.34097  0.08
H -5.18067 -1.77450 3.52637  0.10
C 0.86820 -4.44794 0.80260  0.03
C 0.33437 -4.31492 -0.57427  -0.47
O -0.58495 -3.47908 -0.80517  -0.06
N 0.97382 -5.03184 -1.50445  0.06
C 0.43474 -5.27384 -2.85936  -0.03
H 0.84084 -3.44743 1.23427  0.06
H 1.89087 -4.82493 0.79169  0.10
H 0.19594 -5.12872 1.32482  0.11
H 1.71189 -5.62568 -1.15413  0.15
H -0.15337 -4.55445 -3.42920  0.08
H -0.22791 -6.13780 -2.80895  0.10
H 1.23417 -5.43302 -3.58302  0.09
C -1.04374 -0.80028 -5.34582  0.04
C -0.36520 -1.26882 -4.14050  -0.55
O -0.94933 -1.54212 -3.13125  -0.03
N 0.94744 -1.18358 -4.14074  0.06
C 1.79838 -1.67988 -3.11753  -0.05
H -0.47616 0.01504 -5.79440  0.10
H -2.03829 -0.44272 -5.07915  0.09
H -0.97252 -1.49494 -6.18276  0.11
H 1.46693 -0.85943 -4.94393  0.16
H 2.68677 -1.05594 -3.01965  0.08
H 2.36873 -2.55741 -3.42208  0.09
H 1.34085 -1.77316 -2.13262  0.08
C -5.08672 0.41651 -3.41345  0.03
C -3.69263 0.44651 -2.74511  -0.38
O -3.26179 -0.56878 -2.08756  -0.09
N -2.86564 1.50322 -3.09021  0.03
C -1.60933 1.81640 -2.49588  -0.06
H -5.27596 1.25507 -4.08360  0.09
H -5.83868 0.41630 -2.62436  0.09
H -5.11835 -0.56571 -3.88498  0.09
H -3.11894 2.08939 -3.87274  0.15
H -1.47559 2.85828 -2.20485  0.10
H -0.87645 1.65529 -3.28647  0.09
H -1.33446 1.09311 -1.72817  0.06
C -2.64713 2.38244 4.02334  0.00
C -1.40576 3.23106 4.14074  -0.59
O -1.58108 4.47642 4.24697  0.03
N -0.31041 2.64838 3.95436  0.02
C 1.00029 3.28957 3.81955  -0.01
H -3.02708 2.46802 3.00530  0.10
H -3.28635 2.60625 4.87739  0.10
H -2.39932 1.32472 3.93421  0.04
H -0.35138 1.69168 3.63320  0.10
H 1.15835 3.39362 2.74610  0.07
H 1.67105 2.75987 4.49601  0.07
H 1.05758 4.25995 4.31267  0.10
C 6.57389 2.36131 -1.39474  0.02
C 5.19663 1.95846 -0.91440  -0.58
O 4.50424 2.78170 -0.33808  0.02
N 4.73817 0.75203 -1.07297  0.02
C 3.66184 0.15100 -0.21627  -0.05
H 6.65114 2.48857 -2.47452  0.08
H 7.16730 1.46836 -1.19835  0.08
H 6.95384 3.33966 -1.10050  0.10
H 5.08930 0.10347 -1.76303  0.14
H 2.79465 0.77901 -0.42047  0.06
H 3.94467 0.10545 0.83540  0.09
H 3.46333 -0.85510 -0.58568  0.07

**Spin multiplicity**: 7
**⟨S²⟩**: 12.028
**Net charge**: +2
**E**: -3418.9156 Ha
**Frontier orbital gap (alpha / beta)**: 7.7 / 2.3 eV
**Highest occupied orbital energy (alpha / beta)**: -12.64 / -12.64 eV
**Molecular weight**: 701.702 g mol⁻¹

8.
C2H5NS2 | wB97M-V/def2-TZVPD

Each line ends with the natural charge from an NBO analysis.
CARTESIAN COORDINATES (ANGSTROEM)
C -1.03225 0.36720 0.13986  -0.56
C 0.25053 -0.31966 0.56945  0.05
H -2.39915 -1.21603 -1.31965  0.15
H -0.69099 0.91835 -0.97796  0.26
H -1.57707 1.30786 0.65260  0.27
H 0.34853 -0.78865 1.59856  0.18
H 3.56516 1.32372 -0.46089  0.14
N 1.16353 -0.19908 -0.21783  -0.47
S -2.68415 -0.70207 0.00364  -0.10
S 3.05586 -0.69163 0.01221  0.07

**Spin multiplicity**: 1
**Net charge**: 0
**E**: -930.1102 Ha
**Frontier orbital gap**: 7.6 eV
**Highest occupied orbital energy**: -9.25 eV
**Molecular weight**: 107.203 g mol⁻¹